{"formula": "C3H8O", "method": "ωB97M-V/def2-TZVPD", "lumo_ev": 0.94, "gap_ev": 10.92, "smiles": "[H][H].C=C.C=O", "total_charge": 0, "de_lowest_kcal_mol": 64.10, "elements": ["H", "H", "C", "C", "H", "H", "H", "H", "C", "O", "H", "H"], "xyz": [[-0.8192, 0.6850, 1.4291], [-1.3063, 1.2481, 1.4744], [0.5617, -1.1304, 1.3167], [0.9933, -1.0129, 0.0659], [1.0432, -0.6092, 2.1413], [-0.3035, -1.7402, 1.5679], [0.5017, -1.5164, -0.7613], [1.8436, -0.3869, -0.1916], [-1.0362, 1.5504, -0.9857], [-0.3792, 0.7826, -1.6404], [-0.5968, 2.4489, -0.5104], [-2.1205, 1.4028, -0.8141]], "forces_ev_per_a": [[-0.14, 0.16, 0.04], [-0.03, -0.01, 0.16], [0.14, -0.10, -0.15], [0.01, -0.11, 0.21], [-0.03, -0.10, -0.13], [0.15, 0.05, -0.05], [0.07, 0.05, 0.15], [-0.11, -0.10, 0.07], [0.15, -0.15, -0.26], [-0.35, 0.43, 0.17], [0.01, -0.10, -0.12], [0.11, -0.03, -0.08]]}